The following is a quantum chemistry calculation of C68H178N10O30 as an isolated structure at a distorted geometry, from the Open Molecules 2025 dataset.

Summary:
E_HOMO, Eh: -0.295

Geometry as ORCA input:
```
! wB97M-V def2-TZVPD RIJCOSX def2/J DEFGRID3
* xyz 0 1
C -10.07 1.18 25.72
O -8.67 1.37 25.65
C -8.06 0.65 24.59
C -8.65 0.91 23.20
N -8.55 2.32 22.83
C -9.50 2.57 21.75
C -9.50 4.06 21.41
O -10.03 4.88 22.42
C -9.92 6.25 22.07
H -10.41 1.77 26.57
H -10.35 0.14 25.90
H -10.63 1.56 24.86
H -8.15 -0.41 24.88
H -6.99 0.87 24.58
H -9.66 0.50 23.21
H -8.07 0.26 22.54
H -8.93 2.86 23.60
H -10.53 2.31 22.04
H -9.32 2.03 20.82
H -10.04 4.23 20.48
H -8.45 4.33 21.18
H -10.08 6.96 22.87
H -10.61 6.41 21.24
H -8.93 6.45 21.63
C -10.04 4.32 12.67
O -8.88 4.44 13.48
C -8.51 3.19 14.04
C -7.17 3.33 14.76
N -7.18 4.22 15.92
C -8.14 4.02 17.01
C -8.37 2.55 17.34
O -9.25 2.40 18.45
C -10.58 2.70 18.09
H -10.92 4.06 13.26
H -9.88 3.52 11.95
H -10.30 5.25 12.15
H -8.33 2.40 13.30
H -9.30 2.84 14.71
H -6.40 3.62 14.05
H -6.93 2.32 15.08
H -7.27 5.19 15.65
H -9.10 4.47 16.70
H -7.86 4.52 17.94
H -7.41 2.11 17.63
H -8.70 1.96 16.49
H -10.96 2.23 17.18
H -10.80 3.77 17.98
H -11.18 2.30 18.91
C -8.28 11.82 15.55
O -7.63 11.18 14.48
C -7.23 9.84 14.77
C -6.79 9.15 13.47
N -7.92 8.57 12.75
C -7.46 7.96 11.49
C -8.67 7.67 10.61
O -9.34 8.90 10.38
C -10.55 8.81 9.67
H -8.27 12.89 15.33
H -7.86 11.71 16.55
H -9.36 11.60 15.53
H -8.13 9.42 15.22
H -6.39 9.76 15.47
H -6.05 8.38 13.70
H -6.27 9.90 12.86
H -8.57 9.29 12.45
H -6.87 7.08 11.74
H -6.79 8.59 10.89
H -9.40 7.01 11.09
H -8.29 7.27 9.67
H -10.87 9.81 9.39
H -11.33 8.36 10.30
H -10.47 8.22 8.75
C -20.84 10.43 9.41
O -19.82 10.04 10.29
C -20.35 9.76 11.57
C -19.32 9.06 12.45
N -17.96 9.60 12.28
C -17.81 10.90 12.92
C -16.37 11.38 12.97
O -15.78 10.83 14.13
C -14.39 11.05 14.22
H -21.28 11.40 9.64
H -21.63 9.68 9.30
H -20.43 10.53 8.40
H -21.25 9.14 11.55
H -20.68 10.70 12.03
H -19.33 8.00 12.20
H -19.55 9.21 13.50
H -17.85 9.77 11.28
H -18.17 10.81 13.95
H -18.42 11.68 12.45
H -16.27 12.47 12.93
H -15.85 11.01 12.07
H -13.93 10.50 15.04
H -14.30 12.12 14.47
H -13.77 10.85 13.35
C -17.61 14.68 17.02
O -16.78 13.89 17.85
C -15.41 13.94 17.47
C -14.60 13.42 18.64
N -13.16 13.30 18.37
C -12.90 12.14 17.51
C -11.42 11.75 17.63
O -11.18 11.35 18.97
C -9.82 11.11 19.23
H -17.52 14.41 15.96
H -17.44 15.74 17.18
H -18.63 14.47 17.34
H -15.12 14.96 17.21
H -15.32 13.37 16.53
H -14.94 12.50 19.14
H -14.73 14.15 19.44
H -12.65 13.13 19.23
H -13.05 12.48 16.48
H -13.48 11.23 17.71
H -10.80 12.59 17.27
H -11.21 10.88 16.99
H -9.22 10.83 18.35
H -9.70 10.21 19.84
H -9.24 11.85 19.79
C -3.35 6.43 22.97
O -4.57 6.58 23.63
C -5.41 5.45 23.51
C -6.84 5.84 23.89
N -6.99 5.90 25.35
C -7.34 4.58 25.89
C -7.33 4.55 27.42
O -6.13 5.13 27.85
C -6.11 5.57 29.20
H -2.68 7.19 23.41
H -3.29 6.63 21.89
H -2.83 5.48 23.10
H -5.03 4.55 24.02
H -5.43 5.12 22.46
H -7.60 5.29 23.35
H -6.87 6.87 23.54
H -6.03 5.99 25.68
H -6.61 3.80 25.64
H -8.31 4.31 25.47
H -7.47 3.54 27.79
H -8.15 5.21 27.76
H -5.13 5.99 29.42
H -6.29 4.77 29.93
H -6.87 6.35 29.28
C -7.58 8.54 20.22
O -8.86 8.19 19.75
C -8.99 8.25 18.35
C -10.39 7.91 17.90
N -10.47 8.01 16.46
C -11.79 7.69 15.96
C -11.88 8.05 14.48
O -11.77 9.43 14.24
C -10.45 9.84 13.98
H -7.55 8.33 21.29
H -7.36 9.60 20.04
H -6.80 7.98 19.70
H -8.24 7.63 17.83
H -8.72 9.27 18.02
H -11.05 8.64 18.37
H -10.69 6.91 18.25
H -9.73 7.58 15.90
H -12.54 8.29 16.49
H -12.12 6.65 16.16
H -12.89 7.75 14.19
H -11.18 7.43 13.91
H -9.72 9.19 14.46
H -10.22 10.84 14.37
H -10.26 9.87 12.90
C -17.63 4.75 22.06
O -16.56 5.65 22.18
C -16.30 6.47 21.06
C -15.02 7.23 21.30
N -14.54 7.87 20.07
C -13.35 8.66 20.36
C -13.47 10.02 21.05
O -13.75 9.88 22.43
C -13.50 11.06 23.17
H -18.56 5.29 22.26
H -17.48 3.91 22.73
H -17.82 4.33 21.06
H -17.21 7.05 20.85
H -16.15 5.82 20.19
H -14.29 6.50 21.65
H -15.28 7.90 22.13
H -15.25 8.54 19.80
H -12.84 8.92 19.43
H -12.63 8.02 20.88
H -14.26 10.61 20.57
H -12.51 10.54 20.95
H -13.93 11.06 24.17
H -13.94 11.92 22.66
H -12.42 11.15 23.28
C -2.63 12.91 22.31
O -3.84 12.22 22.52
C -3.70 10.83 22.82
C -5.11 10.29 23.03
N -5.66 10.69 24.33
C -6.84 9.87 24.66
C -8.05 10.37 23.87
O -9.05 9.38 23.77
C -10.13 9.85 22.98
H -2.88 13.96 22.18
H -2.19 12.56 21.37
H -1.90 12.88 23.13
H -3.08 10.73 23.72
H -3.26 10.42 21.90
H -5.02 9.20 22.94
H -5.79 10.63 22.25
H -4.96 10.49 25.04
H -6.93 9.91 25.74
H -6.68 8.83 24.36
H -7.77 10.61 22.83
H -8.41 11.29 24.33
H -10.23 10.94 23.03
H -11.08 9.42 23.27
H -9.87 9.59 21.94
C -17.03 5.80 4.22
O -16.95 5.23 5.50
C -15.64 4.79 5.84
C -15.76 4.21 7.25
N -15.87 5.33 8.19
C -15.97 5.02 9.63
C -15.49 6.25 10.37
O -14.07 6.30 10.23
C -13.56 7.44 10.91
H -17.96 6.35 4.12
H -16.91 5.06 3.42
H -16.21 6.51 4.08
H -14.94 5.63 5.83
H -15.32 4.07 5.09
H -14.85 3.65 7.52
H -16.62 3.55 7.30
H -15.02 5.86 8.06
H -15.37 4.15 9.92
H -17.03 4.89 9.82
H -15.79 6.32 11.42
H -16.00 7.11 9.91
H -13.63 7.31 11.99
H -13.99 8.40 10.62
H -12.48 7.33 10.73
C -4.41 4.73 17.88
C -4.28 6.19 17.44
O -4.50 7.11 18.49
O -4.49 3.80 16.82
H -5.22 4.68 18.62
H -3.54 4.44 18.48
H -4.99 6.39 16.63
H -3.26 6.36 17.06
H -3.68 7.24 18.97
H -5.30 4.07 16.33
C -9.32 12.04 11.59
C -9.92 13.08 10.65
O -10.49 14.19 11.32
O -7.94 12.23 11.86
H -9.47 11.05 11.12
H -9.94 11.92 12.49
H -10.66 12.64 9.98
H -9.10 13.38 9.99
H -11.36 13.94 11.65
H -7.80 11.79 12.72
C -12.12 12.92 10.64
C -12.24 12.92 12.16
O -11.68 14.09 12.77
O -12.57 14.10 10.01
H -12.77 12.12 10.25
H -11.10 12.67 10.36
H -11.77 12.04 12.61
H -13.30 12.88 12.44
H -12.16 14.19 13.60
H -13.52 14.16 10.12
C -14.43 3.60 15.10
C -14.49 4.39 13.82
O -13.85 3.69 12.73
O -13.14 3.39 15.68
H -14.83 2.58 15.05
H -15.01 4.16 15.84
H -13.95 5.33 13.90
H -15.53 4.56 13.52
H -14.56 3.29 12.22
H -12.56 2.93 15.06
O -7.29 10.74 21.61
H -6.61 10.72 20.92
H -6.81 10.95 22.42
O -8.50 6.74 14.85
H -8.83 5.93 14.42
H -8.18 7.32 14.13
*
```

Löwdin atomic charge list, values in e, 6 entries: C -0.1153; O -0.2050; C -0.2131; C -0.2299; N -0.0221; C -0.2093